# 1
80
Properties=species:S:1:pos:R:3 method="wB97M-V/def2-TZVPD" charge=0 relative_energy_kcal_mol=0.00 e_tot_ha=-2162.9706 max_force_ev_per_a=0.55 e_homo_ev=-7.47
In 0.610 -0.820 0.351
C -0.314 -0.798 3.658
N 0.735 -1.556 2.986
C 2.014 -1.321 3.654
C 0.432 -2.984 3.047
C -0.531 -3.382 1.956
N 0.035 -3.121 0.625
C -0.911 -3.612 -0.394
C 1.284 -3.883 0.430
H -0.474 -1.165 4.682
H -1.254 -0.857 3.110
H -0.021 0.246 3.711
H 1.994 -1.721 4.676
H 2.219 -0.256 3.708
H 2.817 -1.783 3.086
H 0.003 -3.261 4.025
H 1.365 -3.540 2.948
H -1.462 -2.813 2.036
H -0.787 -4.447 2.049
H -0.949 -4.706 -0.351
H -0.587 -3.300 -1.384
H -1.907 -3.233 -0.201
H 1.125 -4.920 0.739
H 2.103 -3.459 1.005
H 1.545 -3.857 -0.622
C 3.016 4.156 -4.807
C 2.441 2.872 -4.281
C 2.305 2.653 -2.915
C 1.771 1.469 -2.434
C 1.376 0.483 -3.320
C 1.510 0.677 -4.689
C 2.036 1.870 -5.157
S 0.637 -1.018 -2.736
O -0.657 -0.695 -2.137
O 0.665 -1.923 -3.856
N 1.478 -1.525 -1.485
C 2.928 -1.575 -1.502
C 3.448 -1.439 -0.062
O 4.525 -1.896 0.238
O 2.674 -0.806 0.769
H 3.289 4.828 -3.998
H 2.297 4.669 -5.446
H 3.906 3.966 -5.405
H 2.624 3.418 -2.219
H 1.673 1.317 -1.365
H 1.211 -0.110 -5.364
H 2.138 2.024 -6.224
H 3.358 -0.749 -2.082
H 3.311 -2.510 -1.915
C -5.011 2.920 0.257
C -4.109 1.716 0.280
C -4.613 0.453 0.014
C -3.764 -0.646 0.038
C -4.289 -2.026 -0.260
C -2.426 -0.449 0.341
C -1.864 0.806 0.572
C -2.758 1.887 0.552
N -0.491 0.891 0.770
C 0.105 2.147 1.304
C -0.563 2.638 2.606
C 1.568 1.884 1.628
C 0.084 3.270 0.246
H -6.049 2.631 0.112
H -4.735 3.600 -0.549
H -4.941 3.477 1.192
H -5.660 0.323 -0.230
H -5.279 -1.972 -0.709
H -4.373 -2.627 0.648
H -3.637 -2.549 -0.957
H -1.781 -1.315 0.375
H -2.421 2.890 0.723
H -0.945 1.806 3.190
H -1.389 3.316 2.438
H 0.170 3.177 3.205
H 1.680 1.153 2.425
H 2.045 2.812 1.948
H 2.120 1.516 0.766
H -0.862 3.333 -0.283
H 0.859 3.102 -0.498
H 0.282 4.232 0.721

***

# 2
23
Properties=species:S:1:pos:R:3 method="wB97M-V/def2-TZVPD" charge=+1 relative_energy_kcal_mol=103.76 e_tot_ha=-475.9152 max_force_ev_per_a=4.12 e_homo_ev=-11.57
C -2.628 1.181 1.264
C -2.377 2.095 0.209
C -1.782 0.172 1.674
C -1.214 1.852 -0.508
C -0.605 -0.090 0.950
C -0.483 0.741 -0.162
C 0.408 -1.154 1.210
C 1.582 -0.534 -1.030
N 1.477 -0.784 -2.352
N 2.745 0.094 -0.518
N 0.949 -1.621 -0.105
H -3.449 1.450 1.896
H -3.191 2.717 -0.076
H -1.785 -0.366 2.602
H -0.945 2.338 -1.349
H 1.265 -0.807 1.880
H -0.163 -2.004 1.550
H 2.178 -1.311 -2.937
H 0.512 -0.939 -2.685
H 2.578 0.447 0.437
H 2.848 0.951 -1.117
H 1.761 -2.346 0.009
H 0.318 -2.083 -0.840